The following is a quantum chemistry calculation of a structure of composition C22H38Hg4O18PS at a distorted geometry, from OMol25.

Its energy is -97077.6159 eV. The HOMO energy comes out at -0.6076 Eh. The calculation puts the maximum force at 3.1 eV/Å.

```
! RIJCOSX wB97M-V def2-TZVPD def2/J DEFGRID3
* xyz 3 1
Hg 1.17936 0.05732 1.51967
Hg -2.34637 -1.67301 -0.65532
Hg -1.43620 0.97326 -3.15765
Hg 1.28071 2.50548 -1.19637
C -0.03941 4.20298 -4.72550
C 0.86929 3.02142 -4.51198
O 0.56051 2.10133 -3.49024
H -1.01986 3.93067 -5.11713
H 0.42811 4.88298 -5.44146
H -0.01529 4.80754 -3.81465
H 1.89989 3.39470 -4.40346
H 1.03113 2.44258 -5.43389
C 2.40253 3.92865 2.75610
C 1.09884 3.43879 2.16849
O 1.22141 2.39198 1.21237
H 2.30196 4.75357 3.46216
H 3.13210 4.27569 2.01968
H 2.88223 3.12175 3.31652
H 0.49688 4.27793 1.81151
H 0.57187 2.93939 2.98938
P -0.03777 -0.13041 -0.94478
O 1.44812 0.18623 -0.66028
O -0.60833 -0.75121 0.35220
O -0.52316 -0.88884 -2.21668
O -0.59386 1.26542 -1.20317
C 1.78220 -1.95171 -3.91861
C 2.70555 -0.76602 -3.82764
O 3.98171 -1.26840 -4.14149
S 3.91841 -2.49846 -5.15825
O 4.98051 -3.41954 -4.87787
O 3.71554 -2.05417 -6.50599
O 2.42080 -2.98379 -4.63227
H 0.86900 -1.63358 -4.42835
H 1.46708 -2.27791 -2.92633
H 2.76924 -0.35756 -2.81242
H 2.43271 0.15440 -4.35226
O -0.49904 4.03232 -1.03224
C -1.67444 4.18812 -0.79072
O -2.51722 4.50479 -1.76475
C -3.86799 4.46996 -1.29268
C -3.87841 3.89481 0.14450
C -2.38314 3.66248 0.47402
H -4.52379 3.99691 -2.02412
H -4.29294 5.47728 -1.29450
H -4.45246 2.96959 0.08077
H -4.35898 4.54299 0.86821
H -1.97214 2.66673 0.59658
H -2.14241 4.38618 1.25163
O 2.97851 -1.40542 1.34770
C 3.91799 -2.01117 0.86188
O 4.74224 -2.71863 1.61230
C 5.85557 -3.24912 0.86001
C 5.56707 -2.96504 -0.60585
C 4.32999 -2.03700 -0.58087
H 5.87848 -4.32930 1.02038
H 6.79846 -2.92897 1.29907
H 5.37769 -3.86380 -1.19083
H 6.42142 -2.55753 -1.14869
H 3.64557 -2.68084 -1.13968
H 4.48850 -1.09445 -1.09354
O 0.56021 -1.77703 2.78292
C 0.08974 -2.82992 3.17028
O -0.88490 -3.46637 2.57581
C -1.31989 -4.60449 3.37995
C -0.30063 -4.80816 4.50314
C 0.67238 -3.64825 4.32341
H -1.41338 -5.41135 2.65571
H -2.29862 -4.46864 3.83863
H 0.19184 -5.77002 4.38904
H -0.87609 -4.79681 5.42435
H 1.66112 -4.01371 4.04246
H 0.86130 -2.98861 5.16902
O -3.21017 -1.10880 1.45113
C -4.31828 -0.80737 1.92397
O -4.91321 0.30274 1.62597
C -6.20712 0.42063 2.26122
C -6.43251 -0.87867 3.04783
C -5.19504 -1.73447 2.76549
H -7.00829 0.64091 1.56348
H -6.27112 1.21220 3.01107
H -7.34705 -1.29933 2.62780
H -6.60291 -0.86605 4.12165
H -5.47966 -2.61608 2.19094
H -4.62371 -2.03270 3.64212
*
```

---

The following is a quantum chemistry calculation of a structure of composition C22H38N4O3Ti at a distorted geometry, from OMol25.

Its energy is -58622.8377 eV. The HOMO energy comes out at -0.4795 Eh. For the energy relative to the best compared isomer or geometry (same formula, charge and spin), the calculation gives 0.843 eV. The calculation puts the maximum force at 3.8 eV/Å.

```
! RIJCOSX wB97M-V def2-TZVPD def2/J DEFGRID3
* xyz 2 1
C 0.64241 -3.38511 2.28030
C 0.25294 -1.85576 2.50151
O -1.01128 -1.63611 1.81761
C -0.99001 -0.52178 0.85198
C -2.39684 -0.61523 0.08854
C -3.49422 -0.00417 0.96480
C -4.39912 1.15270 0.39719
N -3.65860 -0.39617 2.16382
C -0.80801 0.83044 1.64425
C -1.12751 2.11522 0.83240
C -1.13118 2.23640 -0.61741
C -1.48589 3.47857 -1.32305
C -1.84741 4.67103 -0.56887
C -1.81118 4.58041 0.89712
C -1.46099 3.34203 1.60203
C -1.47200 3.41124 3.16210
O 0.03504 -0.56807 -0.10998
C 0.01485 -1.74893 -0.95359
C -0.36975 -1.33693 -2.45060
C -1.05453 -2.52093 -3.26129
O -2.38479 -2.07180 -3.62574
C 1.54024 -2.26899 -1.05227
N 2.47016 -1.13263 -0.90946
C 3.37487 -1.38374 0.24417
C 4.07574 -0.06093 0.74477
N 3.33354 0.89082 1.15893
C 3.35683 -0.95678 -2.08871
C 3.54784 0.57525 -2.50879
N 4.88794 1.07567 -2.07297
H 0.05617 -3.71574 1.37369
H 1.71623 -3.53506 2.02229
H 0.28750 -4.03879 3.11777
H 0.03153 -1.76553 3.62315
H 1.06537 -1.14570 2.22434
H -2.40675 -0.13066 -0.91108
H -2.60720 -1.71704 -0.01388
H -4.50479 1.99317 1.13163
H -3.87887 1.59597 -0.49902
H -5.38671 0.75228 0.04384
H -2.94894 -1.14617 2.26330
H 0.28621 0.89787 1.92547
H -1.37136 0.73592 2.61111
H -0.89611 1.36084 -1.25745
H -1.49271 3.46834 -2.44201
H -2.13986 5.59855 -1.11453
H -2.07462 5.48636 1.49673
H -2.38480 3.93044 3.55731
H -0.58229 4.01460 3.50494
H -1.39929 2.41220 3.65914
H -0.59880 -2.60109 -0.56491
H 0.60661 -1.11578 -2.97125
H -0.96436 -0.39374 -2.50472
H -0.46157 -2.72661 -4.18223
H -1.08281 -3.42303 -2.59614
H -2.92502 -2.22035 -2.83109
H 1.76800 -3.07651 -0.30869
H 1.60348 -2.76282 -2.06522
H 4.11618 -2.21573 0.03803
H 2.74975 -1.74734 1.10379
H 5.18669 0.07252 0.79218
H 2.34339 0.61793 1.07305
H 4.40837 -1.32520 -1.89523
H 3.01457 -1.48496 -3.01520
H 2.71572 1.22733 -2.14278
H 3.57902 0.60544 -3.63730
H 5.41450 1.44523 -2.86341
H 4.76841 1.85175 -1.42097
Ti -2.23994 -1.67464 3.86662
*
```

---

The following is a quantum chemistry calculation of a structure of composition C22H39Al3BBr2CaClFNO14 at a distorted geometry, from OMol25.

Its energy is -247813.8021 eV. The HOMO energy comes out at -0.2222 Eh. The calculation puts the maximum force at 8.0 eV/Å.

```
! RIJCOSX wB97M-V def2-TZVPD def2/J DEFGRID3
* xyz 0 1
C 3.37030 1.74007 0.61496
C 3.13788 0.26969 1.08452
O 2.33286 -0.44873 0.15263
C 1.20817 -1.07404 0.70794
C -0.09377 -0.35818 0.19293
O 0.19054 1.01897 0.19312
Al -1.27228 2.11112 0.27650
C -3.07198 1.14724 0.47606
C -3.72114 0.73289 -0.90451
N -4.32883 -0.61206 -0.85394
C -1.18488 3.31843 -1.41588
C 0.25567 3.87354 -1.53072
C 1.17231 2.99559 -2.42255
O 0.77443 1.60115 -2.52646
B -1.01072 3.35025 1.99838
O -0.97870 4.76586 1.78186
O -0.89825 2.83460 3.28596
C 0.04373 1.75078 3.36079
H 3.69419 2.38322 1.45201
H 4.10742 1.79537 -0.21222
H 2.40799 2.18333 0.26914
H 4.14206 -0.19494 1.10655
H 2.73239 0.33155 2.10828
H 1.17431 -1.11416 1.84504
H 1.19144 -2.13549 0.36331
H -0.22024 -0.71905 -0.85097
H -0.92886 -0.65419 0.85906
H -3.06365 0.28002 1.15526
H -3.79613 1.88524 0.92842
H -3.01431 0.84960 -1.73779
H -4.58315 1.42562 -1.12362
H -3.90105 -1.16654 -0.11951
H -4.07640 -1.06472 -1.73079
H -1.93188 4.12793 -1.28371
H -1.50984 2.71570 -2.28987
H 0.21051 4.86917 -2.01216
H 0.76113 4.01801 -0.56194
H 1.23740 3.39686 -3.50281
H 2.22632 3.00578 -1.91498
H -0.01929 1.50699 -3.07571
H -1.89073 5.04664 1.62206
H 0.43164 1.71055 4.39201
H -0.45983 0.78228 3.17062
H 0.91082 1.89331 2.69298
Al 0.92101 -2.25842 3.18948
C 5.76664 -1.55675 -0.90625
C 6.50671 -1.12681 0.20718
C 7.92382 -0.67202 -0.11945
O 8.68402 -0.19950 0.70325
C 8.38629 -0.81921 -1.49606
C 7.64885 -1.26165 -2.60649
C 6.19778 -1.61605 -2.29501
O 5.39055 -1.94038 -3.14383
O 8.05143 -1.37680 -3.75656
O 6.12394 -1.07907 1.37559
H 4.74188 -1.88666 -0.76116
H 9.42487 -0.53820 -1.63445
C 3.97988 -0.48053 -5.73490
O 3.10947 -0.96074 -4.97678
O 4.55569 0.65920 -5.48342
O 4.38245 -0.99893 -6.81377
C -2.05767 -6.16575 3.65146
C -2.38447 -5.03844 4.59732
O -1.55650 -4.23260 4.93268
C -3.81107 -4.95569 5.11888
H -1.00999 -6.10160 3.36297
H -2.22830 -7.12533 4.14133
H -2.67597 -6.08961 2.75484
H -4.06502 -5.85975 5.67209
H -4.50323 -4.82816 4.25294
H -3.89127 -4.10550 5.78356
Al -3.76554 3.57107 -0.25940
Br -5.63355 3.83713 -5.36194
C -6.23007 1.98653 -5.25534
C -5.64915 1.29669 -4.05157
Br -3.77882 0.82366 -4.34020
H -5.95897 1.51062 -6.19308
H -7.31430 2.03919 -5.17798
H -6.15475 0.35040 -3.86749
H -5.68708 1.90474 -3.15269
Cl -5.97580 -3.80293 4.85522
F 2.43058 -3.13699 5.00617
Ca 2.82458 1.78973 -3.21568
O -7.20012 -3.34418 7.55209
H -7.27637 -2.38589 7.42617
*
```

---

The following is a quantum chemistry calculation of a cluster of 4 separate species, C22H39BBr2F3NO9 in total at a distorted geometry, from OMol25.

Its energy is -192278.7903 eV. The HOMO energy comes out at -0.3622 Eh. The calculation puts the maximum force at 3.2 eV/Å.

```
! RIJCOSX wB97M-V def2-TZVPD def2/J DEFGRID3
* xyz 0 1
C 1.99119 1.27475 -0.80420
C 0.59420 0.63435 -0.59033
B 0.66962 -0.31532 0.65993
O 1.50496 0.05032 1.67718
C -0.12296 -1.70261 0.83022
O 0.57612 -2.45191 1.88733
C -0.12734 -2.72196 -0.34540
O 0.44784 -2.70540 -1.36924
N -0.99317 -3.69226 0.11098
C -1.83865 -3.18885 1.18593
C -1.64518 -1.67749 1.02859
C -2.21279 -0.75576 2.07755
C -3.63071 -0.25479 1.77222
C -3.71478 0.56091 0.49194
F -2.52881 1.01128 0.14445
Br -4.43924 -0.59994 -0.92439
C -4.68982 1.80114 0.60100
F -5.83687 1.53708 0.03766
F -4.90372 2.16187 1.83325
Br -3.99213 3.37235 -0.34058
H 2.02843 1.88154 -1.70074
H 2.25390 1.91201 0.02858
H 2.70554 0.46208 -0.85326
H 0.30090 0.11558 -1.49700
H -0.11283 1.44511 -0.41892
H 1.10786 -0.11326 2.54413
H 1.28023 -2.93731 1.44230
H -1.41664 -4.28269 -0.59061
H -2.86705 -3.53717 1.16128
H -1.49912 -3.54002 2.15452
H -2.00257 -1.54825 0.01284
H -1.55853 0.07341 2.31964
H -2.31590 -1.33344 2.99350
H -3.96204 0.28728 2.65193
H -4.26710 -1.12081 1.69386
C 4.90043 -0.33938 4.08795
C 5.64999 -0.57453 2.79341
O 5.16757 0.26772 1.74365
C 5.56585 1.54027 1.54860
C 6.37215 2.24318 2.61697
O 5.20966 2.10370 0.55071
H 5.03657 0.67907 4.45274
H 5.24435 -1.02963 4.85903
H 3.83109 -0.48763 3.93450
H 6.73011 -0.46833 2.90966
H 5.47305 -1.59414 2.45172
H 5.69527 2.82757 3.23867
H 7.07343 2.91427 2.12684
H 6.95488 1.57611 3.24853
C -7.14385 4.90738 -4.08567
C -8.41301 4.57294 -3.32904
O -8.99347 3.34741 -3.78035
C -8.60828 2.13280 -3.33654
C -7.34804 2.01254 -2.51008
O -9.24029 1.16451 -3.65889
H -6.37222 4.15280 -3.93110
H -6.75006 5.87213 -3.76355
H -7.34356 4.94993 -5.15651
H -8.26055 4.55307 -2.24854
H -9.16474 5.33671 -3.52292
H -6.52029 1.74306 -3.16531
H -7.49309 1.22411 -1.77707
H -7.09046 2.91333 -1.95819
C 4.22597 -3.27858 -2.36538
C 4.40836 -3.53074 -0.88397
O 5.76035 -3.87293 -0.55744
C 6.72752 -2.95640 -0.34663
C 6.46232 -1.51380 -0.70552
O 7.79581 -3.31625 0.06956
H 4.82160 -2.43135 -2.70553
H 3.17815 -3.07500 -2.59033
H 4.54627 -4.14950 -2.93787
H 4.06683 -2.69049 -0.27508
H 3.81396 -4.39408 -0.58671
H 6.86298 -1.31528 -1.69872
H 6.97288 -0.88198 0.01631
H 5.41172 -1.23646 -0.67802
*
```

---

The following is a quantum chemistry calculation of a cluster of 7 separate species, C22H39BCl12I2NO6 in total at a distorted geometry, from OMol25.

Its energy is -204366.9675 eV. The HOMO energy comes out at -0.1946 Eh. The calculation puts the maximum force at 2.5 eV/Å.

```
! RIJCOSX wB97M-V def2-TZVPD def2/J DEFGRID3
* xyz -1 1
C 3.02354 -0.31723 -3.73503
C 2.88824 0.52754 -2.87790
C 2.63669 1.44509 -1.74993
C 3.58978 2.66895 -1.73200
C 4.41811 2.82384 -3.00206
N 3.59865 3.23897 -4.14655
O 1.39883 2.02886 -2.12453
B 0.22073 1.37655 -1.46403
C -0.59539 0.29245 -2.35896
C -0.62782 2.68949 -0.88984
I -1.56956 2.44536 1.05156
C -1.71400 3.23607 -1.82963
C -3.00413 2.38130 -1.92713
I -0.99964 3.65042 -3.82938
O 0.93690 0.49754 -0.49298
C 2.32740 0.73301 -0.36263
C 2.42473 1.63129 0.87876
C 2.42955 0.88801 2.21932
C 1.08633 0.26875 2.58515
O 1.26722 -1.02277 3.26131
C 0.26120 -1.87224 3.01188
C -1.18023 -1.40209 3.17394
O 0.45633 -3.01747 2.70818
C 2.96289 -0.63584 -0.18978
O 2.07128 -1.55861 0.41315
O 2.84243 -2.47395 1.17484
H 3.08429 -1.09077 -4.43997
H 2.95893 3.54757 -1.69458
H 4.29848 2.66255 -0.90580
H 5.11501 3.64323 -2.79552
H 5.04176 1.94723 -3.18728
H 3.94898 2.74343 -4.95339
H 2.62877 2.97196 -4.01276
H -1.03188 0.66150 -3.29115
H -1.41006 -0.07574 -1.74136
H 0.03314 -0.56575 -2.56416
H 0.08729 3.49579 -0.75779
H -2.00935 4.20026 -1.43138
H -3.10290 2.05186 -2.94855
H -3.85677 3.01652 -1.73566
H -2.98309 1.48222 -1.32392
H 3.38109 2.16677 0.82497
H 1.67392 2.40973 0.86577
H 3.22202 0.15423 2.31800
H 2.65105 1.63416 2.98019
H 0.44425 0.10508 1.72847
H 0.57782 0.91420 3.30052
H -1.64153 -1.94187 3.98885
H -1.72705 -1.66434 2.27728
H -1.20036 -0.32746 3.33023
H 3.85969 -0.53239 0.42370
H 3.28557 -1.07038 -1.14012
H 3.61058 -2.72482 0.64017
C 3.35227 -5.87072 2.32908
Cl 4.30947 -6.23026 0.88034
Cl 3.98098 -6.71888 3.75047
H 3.38245 -4.80282 2.51427
H 2.33120 -6.18723 2.15721
C -6.06894 3.34614 -4.36925
Cl -5.60397 4.63390 -3.25113
Cl -5.56141 1.74099 -3.82247
H -7.14849 3.35117 -4.46322
H -5.60891 3.54257 -5.33075
C -1.69452 -3.45746 -0.79215
Cl -2.01733 -2.49939 -2.23750
Cl -3.09582 -3.48517 0.29818
H -1.46707 -4.47583 -1.08790
H -0.85098 -3.02237 -0.26305
C 0.82106 4.55564 5.12226
Cl 2.51325 4.38677 5.62304
Cl 0.54289 3.91026 3.50446
H 0.19803 4.01375 5.82439
H 0.56239 5.60818 5.12808
C -4.31962 -2.73302 5.85415
Cl -4.56978 -1.76056 4.40324
Cl -5.74220 -2.72531 6.90772
H -4.11377 -3.75452 5.55671
H -3.47869 -2.32685 6.40423
C -4.59141 -5.79919 -2.31043
Cl -5.19018 -5.46301 -3.93931
Cl -3.42978 -7.13470 -2.30467
H -4.10026 -4.91431 -1.92727
H -5.43056 -6.06582 -1.67919
*
```

---

The following is a quantum chemistry calculation of a cluster of 3 separate species, C22H39BF5N4O3PS2 in total at a distorted geometry, from OMol25.

Its energy is -80760.1145 eV. The HOMO energy comes out at -0.2947 Eh. The calculation puts the maximum force at 6.4 eV/Å.

```
! RIJCOSX wB97M-V def2-TZVPD def2/J DEFGRID3
* xyz 0 1
C -4.00657 -3.34680 -1.03555
O -4.70725 -2.06287 -0.88033
C -3.94247 -1.11260 -0.04190
C -2.83167 -0.22156 -0.89752
C -3.24676 0.66157 -2.24642
B -4.81559 0.76746 -2.82314
O -5.52097 2.04721 -2.53857
O -5.44595 -0.36030 -3.59667
C -2.13279 1.52289 -3.14771
P -2.67464 2.50016 -4.73151
S -3.44744 4.24365 -4.29010
C -0.53691 1.56600 -2.77941
N 0.58335 2.28611 -3.50264
S 2.01014 1.87841 -2.54890
N 1.31545 0.91163 -1.27098
C -0.19538 0.70637 -1.39387
C -1.22593 -0.17547 -0.42995
C -0.66686 -0.96680 0.92730
F 0.71386 -0.50442 1.32447
F -1.51797 -0.72295 2.13203
C -0.50922 -2.54740 0.51924
F 0.95561 -2.90894 0.60992
F -1.26937 -3.49367 1.36705
F -0.83239 -2.67923 -0.95088
H -4.83170 -4.13120 -1.39490
H -3.24270 -3.22417 -1.91839
H -3.54982 -3.78464 -0.05082
H -3.43334 -1.78053 0.80665
H -4.65605 -0.36786 0.55698
H -6.30508 2.05524 -3.16458
H -4.67077 -0.84595 -4.02048
H -1.50332 2.68823 -5.58570
H -3.63308 1.68118 -5.43442
C 2.71006 -1.73906 -1.80047
C 3.63477 -1.63104 -3.00965
N 5.06351 -1.64565 -2.67771
C 5.92154 -1.29334 -3.81380
C 5.92911 -2.23829 -5.01269
C 5.53124 -2.77964 -1.87914
C 5.32453 -4.17766 -2.45247
H 2.90122 -0.93535 -1.08102
H 1.66636 -1.65726 -2.12437
H 2.81354 -2.69969 -1.28801
H 3.39831 -0.68126 -3.50366
H 3.37659 -2.42468 -3.71918
H 6.95271 -1.15994 -3.46430
H 5.61902 -0.29928 -4.17002
H 6.51609 -3.13801 -4.81325
H 6.39745 -1.74033 -5.86793
H 4.92399 -2.53224 -5.32203
H 5.04127 -2.73736 -0.89880
H 6.59718 -2.64839 -1.64629
H 4.33904 -4.30696 -2.90571
H 5.41436 -4.92033 -1.64972
H 6.08603 -4.42423 -3.19452
C -1.65784 4.31525 7.34841
C -1.42793 2.92383 6.76532
N -2.01520 2.72392 5.43609
C -1.99998 1.32199 5.00553
C -0.63945 0.66609 4.78395
C -1.63055 3.69024 4.40619
C -0.14617 3.81948 4.08094
H -2.72635 4.54908 7.40903
H -1.24637 4.36388 8.36293
H -1.16165 5.09399 6.76232
H -1.88396 2.21062 7.46203
H -0.35212 2.71746 6.76703
H -2.59540 1.21514 4.09048
H -2.54021 0.73168 5.75803
H -0.18483 0.98816 3.84405
H -0.76332 -0.41973 4.71764
H 0.05877 0.86125 5.60051
H -2.00162 4.67851 4.70379
H -2.17701 3.47273 3.47789
H 0.48343 3.82049 4.97365
H 0.03300 4.76533 3.55435
H 0.19043 3.02183 3.41627
*
```

---

| no. | orbital gap (eV) |
| --- | --- |
| 1 | 3.97 |
| 2 | 3.17 |
| 3 | 0.91 |
| 4 | 9.99 |
| 5 | 7.29 |
| 6 | 5.53 |